26
Properties=species:S:1:pos:R:3:forces:R:3 method="wB97M-V/def2-TZVPD" relative_energy_kcal_mol=32.8 gap_ev=8.60 multiplicity=1 mol_weight_da=221.29 homo_ev=-8.4
C -3.850 -0.744 0.233 -0.142 -0.161 0.014
C -3.842 0.622 -0.051 -0.075 0.116 -0.050
C -2.678 -1.439 0.443 0.125 0.139 -0.015
C -2.666 1.343 -0.122 0.021 0.182 -0.047
C -1.488 -0.728 0.362 -0.079 0.741 -0.232
C -1.479 0.654 0.088 -0.066 -0.688 0.184
C 0.617 -0.183 0.379 -1.043 -0.384 0.048
C 0.127 2.558 -0.291 2.600 -4.601 1.534
C 4.127 -1.550 -0.057 -0.177 0.056 -0.075
C 2.654 -1.365 -0.383 0.425 -0.410 -0.732
N -0.201 -1.162 0.522 0.260 -0.491 0.136
N -0.176 1.082 0.076 -0.237 -0.071 -0.080
N 2.049 -0.496 0.602 -2.519 5.448 -0.746
O 1.565 2.394 -0.412 0.708 -0.004 -0.396
S 2.482 1.315 0.605 0.332 0.182 0.278
H -4.797 -1.260 0.282 -0.071 -0.056 0.009
H -4.781 1.126 -0.228 -0.042 0.048 0.023
H -2.667 -2.493 0.667 -0.011 -0.156 0.012
H -2.682 2.400 -0.339 -0.020 0.141 -0.027
H -0.173 3.221 0.519 0.021 -0.002 -0.008
H -0.269 2.804 -1.270 -0.032 -0.010 -0.017
H 4.526 -2.412 -0.587 0.034 -0.019 -0.055
H 4.697 -0.670 -0.349 0.078 0.050 0.038
H 4.249 -1.708 1.010 0.065 -0.069 0.124
H 2.539 -0.995 -1.410 -0.129 -0.065 0.129
H 2.118 -2.313 -0.290 -0.027 0.083 -0.048